(1)
# C5H12N2

C5H12N2 in the gas phase (ωB97M-V with the def2-TZVPD basis set, the Open Molecules 2025 dataset).

```
! RIJCOSX wB97M-V def2-TZVPD def2/J DEFGRID3
* xyz 0 1
N 1.1521 0.3905 0.0942
N 1.3022 -0.5036 2.4305
C -1.4513 0.5386 -0.9976
C 0.6398 -0.8005 -0.5684
C -1.6103 0.9988 -2.2670
C 0.7197 0.4605 1.5519
C -0.9012 -0.8443 -0.7135
H -2.1874 0.3006 -2.8742
H -1.0961 -1.5480 -1.5397
H 2.1828 -0.1528 2.7868
H 0.6546 -0.6075 3.2036
H 2.1658 0.3815 0.1007
H -1.5109 -1.2707 0.0908
H 0.9863 -0.7812 -1.6082
H -0.3672 0.3438 1.5628
H 0.9285 1.5324 1.6543
H -1.2590 1.9178 -2.7393
H 0.8535 -1.6588 0.0868
H -1.2019 1.3029 -0.2545
*
```

Summary:
structure (SMILES): C=CCCNCN
frontier orbital gap: 0.349 hartree
relative energy (zero: lowest compared OMol25 entry of this formula, charge and spin): 2.8019 eV
E_HOMO: -8.55 eV

***

(2)
# C4HFeO2

A molecular structure, C4HFeO2 (ωB97M-V with the def2-TZVPD basis set, the Open Molecules 2025 dataset).

```
! RIJCOSX wB97M-V def2-TZVPD def2/J DEFGRID3
* xyz 0 6
Fe -1.2028 3.1046 0.7027
O -1.2287 1.1971 0.3636
O 0.4806 -0.1446 -1.4727
C 0.9497 -1.3111 0.9163
C -0.6088 0.2713 -0.1051
C 0.0931 -0.8741 -0.0785
C 1.7334 -1.8261 1.7579
H -0.2165 -0.4170 -2.0841
*
```

Summary:
frontier orbital gap (alpha / beta): 0.255 / 0.177 hartree
E_HOMO (alpha / beta): -7.69 / -7.47 eV

***

(3)
# C5H9NO2

A molecular structure, C5H9NO2 (ωB97M-V with the def2-TZVPD basis set, the Open Molecules 2025 dataset).

```
! RIJCOSX wB97M-V def2-TZVPD def2/J DEFGRID3
* xyz 0 1
O 0.3591 -2.2184 0.2025
O -2.1431 -0.6149 -0.7754
N 1.7931 -0.5727 0.8593
C -1.2556 0.0957 -0.3643
C -1.0860 0.2052 1.3475
C 0.4118 -0.0392 -1.3859
C 0.7156 -1.0821 0.2090
C -0.4504 1.1642 -1.0431
H -1.9804 0.8102 1.4692
H 2.0953 0.3701 0.6911
H 2.4798 -1.2344 1.1865
H -0.2694 0.8231 1.7179
H -0.9922 1.5876 -1.8809
H 0.0306 1.8735 -0.3776
H -1.2170 -0.7297 1.8964
H 0.0548 -0.6538 -2.2047
H 1.4542 0.2155 -1.5476
*
```

Summary:
frontier orbital gap: 0.357 hartree
relative energy (zero: lowest compared OMol25 entry of this formula, charge and spin): 3.2747 eV
E_HOMO: -9.17 eV

***

(4)
# C25H37BrGaN4O5S2Si

A molecular structure, C25H37BrGaN4O5S2Si (ωB97M-V with the def2-TZVPD basis set, the Open Molecules 2025 dataset).

```
! RIJCOSX wB97M-V def2-TZVPD def2/J DEFGRID3
* xyz -1 1
Br 3.1068 5.6929 -0.6074
Ga -1.7023 1.4192 -0.5305
S -2.2131 2.8610 0.9465
S -0.7191 -0.7275 -0.5597
Si 0.6981 -1.2935 0.9015
O -0.6300 2.0425 -2.0046
O 1.5304 -2.5060 0.1780
O -0.0502 -1.9450 2.2000
O 1.8066 -0.2283 1.4353
O -0.9213 2.1895 -4.2197
N -5.7439 2.5716 -2.4186
N -3.7276 0.2031 -0.4619
N -5.9260 0.0968 -0.4624
N -3.5630 2.3523 -2.1484
C 4.0217 -1.1651 1.3908
C -4.1028 -0.8092 0.3520
C 1.4500 3.6669 -4.4625
C 3.1559 0.1928 -0.5249
C -0.3472 -4.0161 -0.1058
C -5.1357 3.5519 -3.1598
C 3.0078 5.1459 -3.3974
C 3.1265 0.0154 0.9912
C -0.7498 -0.1545 3.6742
C 2.5211 4.5389 -4.5438
C 1.3354 3.9923 -2.0825
C -4.8263 0.7485 -0.9425
C 3.6226 1.2809 1.7012
C 1.1681 -3.8539 -0.0187
C 0.8547 3.3918 -3.2381
C -0.3473 2.4550 -3.1756
C -5.4635 -0.8956 0.3653
C 1.1939 -1.6296 4.2378
C -3.7900 3.3949 -2.9764
C 1.7116 -4.6552 1.1739
C 2.4050 4.8590 -2.1842
C 1.8017 -4.3180 -1.3373
C -4.7394 1.8639 -1.8180
C -0.1763 -1.5642 3.5525
C -1.1155 -2.5927 4.2014
H 3.6030 1.1361 2.7799
H 3.8451 5.8286 -3.4481
H 2.8710 -4.1166 -1.3518
H 4.1675 0.4305 -0.8477
H -3.3615 -1.3943 0.8602
H 1.8445 -0.8844 3.7921
H -6.1302 -1.5660 0.8688
H 2.4762 0.9881 -0.8254
H 2.9953 2.1344 1.4598
H 5.0585 -0.9698 1.1230
H 1.3428 -3.7799 -2.1632
H -1.6936 -0.0702 3.1383
H -6.8944 0.3173 -0.6282
H 2.9867 4.7521 -5.4971
H -0.7935 -3.6696 0.8213
H 3.9563 -1.3266 2.4648
H -5.7000 4.2491 -3.7447
H 2.8283 -0.7312 -0.9949
H -0.0574 0.5628 3.2398
H 1.0411 3.1823 -5.3355
H 4.6456 1.4893 1.3934
H -6.7362 2.4438 -2.3133
H 1.0997 -1.4332 5.3043
H -0.9052 0.0827 4.7248
H 1.2047 -4.3081 2.0703
H 1.6355 -5.3860 -1.4661
H -0.7231 -3.3899 -0.9112
H -1.2221 -2.3793 5.2625
H 1.5344 -5.7223 1.0531
H 1.6273 -2.6177 4.0921
H 0.8558 3.7760 -1.1380
H -0.7049 -3.5938 4.0803
H -0.6086 -5.0580 -0.2795
H 3.6760 -2.0551 0.8768
H 2.7809 -4.4825 1.2853
H -2.0950 -2.5632 3.7305
H -2.9780 3.9517 -3.3977
*
```

Summary:
frontier orbital gap: 0.211 hartree
E_HOMO: -3.71 eV

***

(5)
# C13H41ClIN14O10PS

8 unconnected molecules or ions with the total composition C13H41ClIN14O10PS (ωB97M-V with the def2-TZVPD basis set, the Open Molecules 2025 dataset).

```
! RIJCOSX wB97M-V def2-TZVPD def2/J DEFGRID3
* xyz 0 1
I 1.2646 -2.1301 -0.2222
Cl -2.0162 1.4902 -1.7053
S 2.7919 1.1720 -4.5019
P -0.1427 0.4906 -1.8291
O 2.5619 -0.1414 3.3231
O -3.2909 -3.1535 -1.4563
O 4.0943 1.7759 -3.7304
O -0.0279 4.9205 -1.2212
O 1.2865 -3.8351 -3.9328
O -5.1812 4.8810 1.0920
O 1.2642 -4.6822 5.5239
O 3.2608 0.7340 -5.7976
O 1.7587 2.1710 -4.5965
O -0.2698 3.3537 3.1589
N 2.2686 -6.5322 4.6835
N -4.8710 -3.4922 0.1357
N 2.3144 -2.2086 4.2212
N -4.3246 -1.3547 -0.5428
N 0.9397 4.4911 -3.2104
N -0.1820 6.4664 -2.8759
N -3.3570 4.5157 -0.2133
N -0.0318 -6.3578 4.7254
N 2.0734 -0.3270 5.5306
N 0.0063 4.6478 5.0032
N -0.1983 5.5944 2.9066
N -3.2943 4.0342 2.0337
N -0.0155 -5.5323 -4.6701
N 2.2867 -5.7070 -4.7312
C -0.1920 -0.5271 -0.2475
C 0.2332 5.2639 -2.3648
C 2.3148 -0.3657 -3.6600
C 2.3334 -0.8487 4.2913
C 1.1729 -5.7869 5.0106
C 1.1923 -4.9527 -4.4140
C -4.1081 -2.6946 -0.6736
C -4.0223 4.5028 0.9779
C -0.2521 -0.7459 -3.2087
C -0.1619 4.4624 3.6592
C 0.9325 -0.7828 -4.2166
C 0.8542 1.4901 0.9871
C -0.1192 0.3265 1.0320
H -0.4281 -1.7494 -2.8194
H 4.5535 0.9849 -3.4091
H 1.8947 1.1773 1.0861
H 0.6334 2.1254 1.8490
H -1.1424 -0.4819 -3.7861
H -0.1216 -6.4470 -5.0637
H 0.2244 -0.3245 1.8396
H -4.7346 -4.4818 0.0630
H 3.0610 -1.0854 -3.9979
H 0.7531 -0.1971 -5.1161
H -2.3389 3.7155 1.9639
H 3.1682 -6.1371 4.8823
H -5.5470 -3.1405 0.7855
H -0.7158 7.0645 -2.2746
H 1.1576 4.7568 -4.1511
H 2.2188 -7.4391 4.2617
H -4.9877 -0.9553 0.0931
H 1.0156 -1.8196 -4.5302
H 2.1259 -2.8118 5.0044
H 2.2337 -6.6255 -5.1266
H 1.2602 3.5987 -2.8773
H -2.4094 4.2076 -0.3190
H -3.7784 -0.7439 -1.1234
H -0.8364 -5.0013 -4.4435
H 0.0988 5.5474 5.4334
H -3.7496 4.0093 2.9253
H 0.0169 6.7698 -3.8096
H -3.8556 4.8494 -1.0156
H -0.8537 -5.8313 4.9537
H 2.4972 -2.6200 3.3258
H -0.3133 5.4773 1.9139
H 0.7252 2.1322 0.1278
H 1.8808 -0.8863 6.3390
H -1.1649 -1.0273 -0.2392
H -0.1340 -7.2607 4.3046
H -0.1124 6.5181 3.2841
H 2.3750 -0.3383 -2.5727
H 3.1873 -5.3055 -4.5531
H 2.0776 0.6709 5.6158
H -1.1193 0.6518 1.3248
H 0.0378 3.8277 5.5778
*
```

Summary:
structure (SMILES): CC[C@H](I)P(Cl)CCCS(=O)(=O)O.NC(N)=O.NC(N)=O.NC(N)=O.NC(N)=O.NC(N)=O.NC(N)=O.NC(N)=O
frontier orbital gap: 0.307 hartree
E_HOMO: -8.15 eV

***

(6)
# C9H15ClNO

A gas-phase ion, C9H15ClNO (charge +1) (ωB97M-V with the def2-TZVPD basis set, the Open Molecules 2025 dataset).

```
! RIJCOSX wB97M-V def2-TZVPD def2/J DEFGRID3
* xyz 1 1
Cl 0.0551 -1.6660 2.6894
O -1.1052 -0.4462 -2.5648
N -0.0817 0.9465 -0.3266
C 1.5834 0.5482 2.3272
C 0.3070 -0.1249 -2.5423
C 1.6380 -1.2983 0.4640
C 0.9490 -0.5366 1.5881
C -1.5978 -0.8558 -1.3370
C 0.1322 -0.2310 0.4175
C -1.1551 -0.0611 -0.1409
C -2.2249 0.2531 0.9487
C 0.5172 1.1259 -1.6736
H 0.8158 1.2415 2.7330
H 0.8812 -1.0598 -2.0520
H 1.3570 -2.2550 0.2711
H -3.1989 0.4991 0.4121
H -0.0928 1.8283 0.2829
H -1.8460 1.0477 1.5468
H -1.1839 -1.8208 -1.1618
H 2.7037 -0.9775 0.0988
H 1.5539 1.4894 -1.3710
H 0.6555 0.2462 -3.5020
H -2.6142 -0.6858 -1.5158
H -0.0030 1.9739 -2.0267
H -2.5013 -0.5459 1.6685
H 2.3474 0.1209 3.0895
H 2.1085 1.2441 1.6768
*
```

Summary:
structure (SMILES): C[C@]1(Cl)C[C@]12[N@H+]1CCOC[C@]12C
frontier orbital gap: 0.387 hartree
relative energy (zero: lowest compared OMol25 entry of this formula, charge and spin): 3.1464 eV
E_HOMO: -13.68 eV

***

Calculated max |F|, 3.170 4.426 5.430 1.378 2.324 5.833 eV Å⁻¹ (same order as the records).